(1)
Below is C23H23B2ClF7N4O10STi as an isolated structure in a non-equilibrium geometry, with properties calculated with ωB97M-V/def2-TZVPD.

The calculation puts the lowest unoccupied orbital energy (spin up / spin down) at 2.1255 / 1.2466 eV. As for the HOMO energy (spin up / spin down): -5.36 / -6.26 eV. As for the multiplicity: 3. The net charge is -1. Its energy above the lowest of the compared OMol25 structures with the same formula, charge and spin is 36.5 kJ/mol.

Element x y z (Å)
Ti 0.4044 0.1385 -0.4703
C 0.7208 -4.1905 0.0430
C 0.3182 -2.7685 -0.1241
N 1.0618 -1.7711 0.1912
O 2.2124 -2.0624 0.8117
B 3.3722 -1.1033 0.9696
F 4.0008 -1.5442 2.1321
F 4.2186 -1.1731 -0.1030
O 2.9711 0.3490 1.2275
N 1.6657 0.6278 1.1552
C 1.2228 1.5627 1.9158
C 2.1063 2.4103 2.7583
C -0.2625 1.6656 1.9170
N -0.8376 0.9385 1.0289
O -2.1862 0.8471 1.0886
B -2.8820 0.6398 -0.2340
F -2.5370 1.6721 -1.0901
F -4.2326 0.6020 0.0362
O -2.5237 -0.7107 -0.8225
N -1.2702 -1.1251 -0.5525
C -1.0479 -2.3857 -0.5780
C -2.0804 -3.4007 -0.9163
C -0.9972 2.4297 2.9643
H 1.7801 -4.2514 0.2697
H 0.5092 -4.7440 -0.8741
H 0.1548 -4.6563 0.8512
H 2.4527 3.2635 2.1679
H 2.9850 1.8431 3.0577
H 1.5830 2.7880 3.6352
H -2.9671 -2.9123 -1.3057
H -2.3544 -3.9673 -0.0219
H -1.6913 -4.1028 -1.6560
H -0.7781 3.4966 2.8740
H -0.6891 2.1119 3.9630
H -2.0647 2.2797 2.8513
O -0.4772 4.5675 -1.4717
C -0.7036 4.1314 -2.7299
C -1.1610 5.0625 -3.6596
C -1.3759 4.6809 -4.9696
C -1.1612 3.3649 -5.3782
C -0.7365 2.4377 -4.4473
C -0.5060 2.8072 -3.1259
C -0.0779 1.7879 -2.1637
O -0.2924 0.5484 -2.3574
O 0.4401 2.1244 -1.0308
H -0.1067 3.8153 -0.9702
H -1.3321 6.0788 -3.3290
H -1.7068 5.4218 -5.6879
H -1.3245 3.0741 -6.4068
H -0.5579 1.4061 -4.7224
F 4.8384 1.9971 -3.1049
C 4.4149 1.1541 -2.1543
F 5.3645 0.2517 -1.9635
F 4.2315 1.8565 -1.0360
S 2.8261 0.4114 -2.7459
O 2.2160 1.5608 -3.3595
O 3.1673 -0.6910 -3.5922
O 2.1092 -0.0460 -1.4998
Cl -4.5682 -4.6291 2.6244
C -3.0595 -3.7841 2.8494
C -1.8950 -4.5137 3.0633
C -0.6982 -3.8468 3.2266
C -0.6280 -2.4338 3.1882
C 0.6032 -1.7661 3.3256
C -1.8383 -1.7335 2.9802
C -3.0353 -2.3949 2.8022
H -1.9377 -5.5951 3.0892
H 0.2158 -4.4078 3.3885
H 1.5356 -2.3099 3.3777
H 0.6454 -0.6868 3.3050
H -1.8204 -0.6557 2.9173
H -3.9456 -1.8426 2.6075

=====

(2)
Below is C23H23Cl4NiO17 as an isolated structure in a non-equilibrium geometry, with properties calculated with ωB97M-V/def2-TZVPD.

The calculation puts the lowest unoccupied orbital energy (spin up / spin down) at -2.8770 / -2.8942 eV. As for the HOMO energy (spin up / spin down): -7.10 / -9.31 eV. As for the multiplicity: 4.

Element x y z (Å)
Ni -1.7738 0.1286 -0.7368
Cl 1.0477 -0.0347 0.5956
O 0.2684 -1.1157 0.1012
O 0.0881 1.0227 0.6423
O 1.4873 -0.2642 1.9124
O 2.1117 0.2049 -0.2935
C -3.9930 -3.5182 -4.3366
C -3.6429 -2.5834 -3.4323
C -2.3621 -2.6454 -2.5801
O -1.9028 -1.7754 -1.8034
C -1.6708 -3.9494 -2.8656
C -2.0373 -4.9224 -3.7439
C -3.1944 -4.7688 -4.6249
O -3.4848 -5.5821 -5.5247
O -1.4261 -6.1234 -3.7766
O -4.3826 -1.4686 -3.2366
H -4.8588 -3.2267 -4.9127
H -0.8126 -4.1450 -2.2396
H -2.0865 -6.7380 -4.1048
H -3.9662 -0.8530 -2.6289
C -1.6884 4.5474 -1.0587
C -2.1032 5.8243 -1.4377
C -3.0996 5.9900 -2.5626
O -3.3830 7.0290 -3.0699
C -3.8381 4.7470 -2.9003
C -3.4414 3.5097 -2.4619
C -2.2989 3.2821 -1.5147
O -1.8256 2.2135 -1.1736
O -4.0992 2.3780 -2.9170
O -1.4795 6.9555 -0.9802
H -0.9569 4.5306 -0.2644
H -4.5422 4.8058 -3.7172
H -3.7091 1.6140 -2.4862
H -1.7276 7.6816 -1.5571
C 6.1618 -0.1143 -1.9337
C 5.2817 -1.0043 -1.3710
C 5.3906 -1.5141 -0.0470
O 4.5851 -2.2915 0.4712
C 6.5972 -0.9852 0.6671
C 7.3422 -0.0469 0.1730
C 7.2608 0.5596 -1.2127
O 8.0408 1.4555 -1.6816
O 8.2992 0.4295 1.0081
O 4.2656 -1.5497 -2.1246
H 5.9558 0.1337 -2.9645
H 6.8379 -1.3599 1.6511
H 8.8386 1.1099 0.5986
H 3.6988 -1.9803 -1.4804
C 3.3959 2.7829 2.5262
Cl 4.1304 3.8640 3.6634
Cl 4.5770 2.0716 1.3909
Cl 2.0434 3.6239 1.7559
H 2.9862 1.9623 3.1151
C -1.2968 -2.5384 3.0753
C -1.4639 -1.2378 3.8107
O -2.7547 -0.8742 4.1104
C -3.1293 -1.1578 5.5006
C -2.5369 -0.2990 6.5573
H -1.9142 -3.2684 3.5987
H -1.6055 -2.5490 2.0300
H -0.2539 -2.8444 3.1580
H -0.7198 -1.2404 4.6072
H -1.1624 -0.4359 3.1367
H -4.1867 -1.1412 5.7645
H -2.8259 -2.1769 5.7405
H -2.9189 0.7145 6.4352
H -1.4679 -0.1641 6.3924
H -2.6678 -0.6842 7.5685

=====

(3)
Below is the molecule C23H23ClN2O6, with properties calculated with ωB97M-V/def2-TZVPD.

The calculation puts the lowest unoccupied orbital energy at 0.1595 eV. As for the HOMO energy: -8.35 eV. Its SMILES is CC(C)C[C@H](NC(=O)c1ccc(Cl)cc1)C(=O)OCC(=O)c1ccc2c(c1)NC(=O)CO2. Its energy above the lowest of the compared OMol25 structures with the same formula, charge and spin is 0.0 kJ/mol.

Element x y z (Å)
C 1.0815 3.8611 -0.9261
C 0.1827 4.0570 0.2923
C 0.2946 5.4918 0.8041
C 0.5430 3.0887 1.4252
C 0.3440 1.6192 1.0586
N -1.0345 1.3215 0.7565
C -1.3986 0.5082 -0.2559
O -0.5862 0.0201 -1.0258
C -2.8609 0.2730 -0.3997
C -3.7232 0.2066 0.6911
C -5.0706 -0.0362 0.5020
C -5.5612 -0.2087 -0.7844
Cl -7.2454 -0.4989 -1.0186
C -4.7125 -0.1612 -1.8808
C -3.3658 0.0702 -1.6817
C 0.8968 0.7025 2.1522
O 1.8686 0.9385 2.8147
O 0.1702 -0.4147 2.2402
C 0.6485 -1.4292 3.1123
C 2.0798 -1.9225 2.8639
O 2.6715 -2.4390 3.7837
C 2.6742 -1.7620 1.5269
C 4.0703 -1.7750 1.4485
C 4.7141 -1.6216 0.2397
C 3.9748 -1.4477 -0.9248
C 2.5742 -1.4075 -0.8547
C 1.9316 -1.5877 0.3582
N 1.8517 -1.1236 -2.0105
C 2.4185 -1.0557 -3.2358
O 1.8262 -0.7021 -4.2290
C 3.8698 -1.5340 -3.2736
O 4.6247 -1.2799 -2.1028
H 0.9049 2.8995 -1.4011
H 0.8826 4.6349 -1.6635
H 2.1289 3.9225 -0.6395
H -0.8556 3.8746 -0.0087
H 0.0093 6.1966 0.0273
H 1.3180 5.7060 1.1029
H -0.3535 5.6497 1.6632
H 1.5877 3.2221 1.7096
H -0.0687 3.3155 2.3028
H 0.9215 1.3702 0.1577
H -1.7345 1.6923 1.3787
H -3.3465 0.3078 1.6987
H -5.7405 -0.0957 1.3454
H -5.1040 -0.3086 -2.8746
H -2.6850 0.1007 -2.5188
H 0.6075 -1.0832 4.1512
H -0.0404 -2.2691 2.9864
H 4.6331 -1.9052 2.3592
H 5.7898 -1.6273 0.1719
H 0.8534 -1.5876 0.3630
H 0.8798 -0.8412 -1.8991
H 4.3918 -1.0380 -4.0942
H 3.8529 -2.6174 -3.4746